Molecular formula: C7H10N2OS
Method: DFT, the ωB97M-V functional and the def2-TZVPD basis

Each line ends with the natural charge from an NBO analysis.
CARTESIAN COORDINATES (ANGSTROEM)
C 2.189 0.855 0.858  0.705
H 1.703 -3.381 0.551  0.239
N 1.124 1.397 0.209  -0.428
C 1.236 -1.402 0.224  0.301
H 1.402 -0.545 2.308  0.232
C 0.938 2.300 -0.985  -0.406
C 0.276 0.316 0.495  0.092
H -0.123 2.345 -1.138  0.212
H -5.837 0.268 0.706  0.223
S -3.622 0.874 1.095  0.058
H 3.193 -2.172 0.330  0.242
O 3.239 1.344 1.078  -0.569
H -4.467 -0.120 -0.796  0.223
C 1.295 -0.396 1.304  -0.399
H 2.212 -2.814 -1.213  0.244
C 2.147 -2.586 -0.039  -0.677
H 1.472 1.987 -1.810  0.206
N 0.380 -0.752 -0.498  -0.418
C -4.806 0.193 0.222  -0.499
H 1.314 3.220 -0.528  0.219
H -0.684 0.511 0.744  0.201

Force components x, y, z for each atom (eV/Å):
C -1.275 0.120 -0.167
H 0.701 -0.582 -0.046
N -0.817 0.748 -1.800
C 0.146 0.432 -1.139
H -0.273 -0.679 2.734
C 0.119 0.318 4.424
C 0.394 -1.229 -0.958
H -0.387 0.147 -0.284
H 1.209 -0.714 -1.463
S -0.303 -0.280 -0.052
H -2.002 -1.481 -0.619
O 2.177 -0.064 0.438
H -1.326 -0.176 0.854
C 2.341 1.200 -0.571
H -0.280 0.313 2.793
C 0.887 1.961 -1.735
H 1.077 -0.665 -1.727
N 0.340 -1.749 -1.392
C 0.419 1.183 0.674
H -0.154 0.429 -1.064
H -2.994 0.769 1.100

Properties
Lowest unoccupied orbital energy in eV: -0.63
Orbital gap in eV: 8.42
Net charge: 0
HOMO energy in eV: -9.1
E_tot in eV: -23279.7584
Relative energy (zero: lowest compared OMol25 entry of this formula, charge and spin) in kcal/mol: 98.5